ORCA calculation (ωB97M-V/def2-TZVPD) on 2 unconnected molecules or ions with the total composition C16H17N at a distorted geometry.

Element x y z (Å)
C  0.543  1.835  -1.523
C  -0.540  0.892  -1.800
C  -0.602  0.110  -2.972
N  -1.518  -0.911  -2.808
C  -2.238  -0.717  -1.641
C  -3.322  -1.421  -1.115
C  -3.835  -0.930  0.072
C  -3.312  0.226  0.671
C  -2.139  0.758  0.200
C  -1.641  0.409  -1.040
H  1.117  1.539  -0.628
H  0.405  2.863  -1.121
H  1.177  1.956  -2.386
H  -0.011  0.333  -3.845
H  -1.615  -1.701  -3.426
H  -3.757  -2.211  -1.714
H  -4.680  -1.533  0.427
H  -3.746  0.678  1.564
H  -1.685  1.598  0.701
C  4.863  0.407  1.583
C  3.396  0.170  1.840
C  2.930  -1.159  1.971
C  1.585  -1.539  1.901
C  0.701  -0.459  1.685
C  1.085  0.856  1.533
C  2.449  1.112  1.477
H  5.518  0.616  2.399
H  4.743  1.217  0.786
H  5.294  -0.339  0.876
H  3.663  -1.927  2.114
H  1.291  -2.531  2.062
H  -0.347  -0.743  1.754
H  0.418  1.747  1.521
H  2.784  2.126  1.216

Calculated values
- Energy: -18356.6100 eV
- Highest occupied orbital energy: -7.56 eV
- LUMO: 0.891 eV
- Energy relative to the best compared isomer or geometry (same formula, charge and spin): 167.1 kJ/mol
- SMILES string: Cc1c[nH]c2ccccc12.Cc1ccccc1
- Net charge: 0

Want to see where the charge sits? The Mulliken charges in e are: atom 1 (C): -1.014, atom 2 (C): 0.484, atom 3 (C): -0.837, atom 4 (N): -0.013, atom 5 (C): -0.046, atom 6 (C): -1.061, atom 7 (C): -0.091, atom 8 (C): -0.983, atom 9 (C): 0.007, atom 10 (C): 0.894, atom 11 (H): -0.112, atom 12 (H): 0.304, atom 13 (H): 0.410, atom 14 (H): 0.400, atom 15 (H): 0.192, atom 16 (H): 0.367, atom 17 (H): 0.349, atom 18 (H): 0.358, atom 19 (H): 0.345, atom 20 (C): -1.212, atom 21 (C): 0.296, atom 22 (C): -0.182, atom 23 (C): -1.188, atom 24 (C): 0.146, atom 25 (C): -0.606, atom 26 (C): -0.004, atom 27 (H): 0.300, atom 28 (H): 0.332, atom 29 (H): 0.320, atom 30 (H): 0.351, atom 31 (H): 0.502, atom 32 (H): 0.320, atom 33 (H): 0.375, atom 34 (H): 0.297

---

ORCA calculation (ωB97M-V/def2-TZVPD) on C4H7NO2 in the gas phase at a distorted geometry.

Element x y z (Å)
H  1.023  1.558  -1.167
N  0.195  1.066  -0.886
C  0.214  0.759  0.340
C  1.245  1.241  1.289
O  -0.724  -0.084  0.851
C  -0.858  -1.246  0.002
C  -0.959  -0.927  -1.491
O  -0.705  -1.776  -2.320
H  1.721  0.403  1.798
H  1.963  1.807  0.687
H  0.733  1.898  1.987
H  -0.012  -1.895  0.281
H  -1.784  -1.742  0.288
H  -1.169  0.118  -1.716

Calculated values
- Energy: -9844.9638 eV
- Highest occupied orbital energy: -9.12 eV
- LUMO: 0.770 eV
- Energy relative to the best compared isomer or geometry (same formula, charge and spin): 223.5 kJ/mol
- SMILES string: [H]/N=C(\C)OCC=O
- Net charge: 0

Want to see where the charge sits? The Mulliken charges in e are: atom 1 (H): 0.175, atom 2 (N): -0.645, atom 3 (C): 0.747, atom 4 (C): -0.950, atom 5 (O): -0.389, atom 6 (C): -0.377, atom 7 (C): 0.135, atom 8 (O): -0.531, atom 9 (H): 0.282, atom 10 (H): 0.346, atom 11 (H): 0.261, atom 12 (H): 0.271, atom 13 (H): 0.273, atom 14 (H): 0.402

---

ORCA calculation (ωB97M-V/def2-TZVPD) on a gas-phase ion, C13H27BIN2O5 (charge -1) at a distorted geometry.

Element x y z (Å)
C  -2.779  -2.501  -0.288
O  -1.996  -3.645  -0.530
C  -0.614  -3.445  -0.254
C  0.121  -2.564  -1.278
C  1.075  -1.513  -0.686
C  0.472  -0.608  0.402
O  1.347  -0.497  1.498
B  2.064  0.764  1.394
I  3.965  0.583  0.036
C  2.529  1.258  2.861
N  3.568  2.297  2.987
O  1.121  1.648  0.726
C  0.165  0.890  0.003
C  0.305  1.311  -1.466
C  -0.682  0.722  -2.494
C  -0.006  0.093  -3.715
N  0.830  1.049  -4.462
C  -1.214  1.338  0.529
C  -1.423  0.983  1.989
O  -2.419  1.886  2.527
C  -2.617  1.809  3.831
O  -3.238  2.623  4.448
H  -3.827  -2.789  -0.390
H  -2.616  -2.112  0.727
H  -2.576  -1.696  -1.008
H  -0.184  -4.450  -0.271
H  -0.499  -3.067  0.770
H  -0.600  -2.104  -1.960
H  0.722  -3.236  -1.900
H  1.939  -2.016  -0.242
H  1.471  -0.897  -1.492
H  -0.462  -1.059  0.750
H  2.859  0.369  3.410
H  1.621  1.632  3.355
H  3.600  2.858  2.144
H  4.479  1.872  3.089
H  0.183  2.399  -1.430
H  1.340  1.149  -1.782
H  -1.326  1.523  -2.881
H  -1.365  0.004  -2.026
H  0.631  -0.736  -3.397
H  -0.770  -0.306  -4.391
H  0.669  1.995  -4.140
H  1.812  0.859  -4.307
H  -1.251  2.427  0.435
H  -2.025  0.922  -0.078
H  -0.486  1.064  2.543
H  -1.797  -0.040  2.104
H  -2.115  0.953  4.311

Calculated values
- Energy: -35918.1311 eV
- Highest occupied orbital energy: -4.97 eV
- LUMO: 2.732 eV
- Net charge: -1

Want to see where the charge sits? The Mulliken charges in e are: atom 1 (C): -0.370, atom 2 (O): -0.491, atom 3 (C): -0.615, atom 4 (C): -0.533, atom 5 (C): -1.642, atom 6 (C): 1.311, atom 7 (O): -0.876, atom 8 (B): 0.996, atom 9 (I): -0.392, atom 10 (C): -0.483, atom 11 (N): -0.705, atom 12 (O): -0.639, atom 13 (C): 1.559, atom 14 (C): -1.773, atom 15 (C): -0.112, atom 16 (C): -0.727, atom 17 (N): -0.742, atom 18 (C): -0.906, atom 19 (C): -0.335, atom 20 (O): -0.415, atom 21 (C): 0.231, atom 22 (O): -0.516, atom 23 (H): 0.351, atom 24 (H): 0.148, atom 25 (H): 0.099, atom 26 (H): 0.339, atom 27 (H): 0.380, atom 28 (H): 0.099, atom 29 (H): 0.427, atom 30 (H): 0.665, atom 31 (H): 0.336, atom 32 (H): -0.565, atom 33 (H): 0.329, atom 34 (H): 0.047, atom 35 (H): 0.266, atom 36 (H): 0.290, atom 37 (H): 0.572, atom 38 (H): 0.487, atom 39 (H): 0.431, atom 40 (H): -0.300, atom 41 (H): 0.236, atom 42 (H): 0.379, atom 43 (H): 0.291, atom 44 (H): 0.289, atom 45 (H): 0.472, atom 46 (H): 0.280, atom 47 (H): 0.133, atom 48 (H): 0.342, atom 49 (H): 0.347